Density functional theory data (the ωB97M-V functional and the def2-TZVPD basis) for 2 unconnected molecules or ions with the total composition CH2FP in a non-equilibrium geometry.

Properties
orbital gap: 9.3 eV
LUMO level: -0.4 eV
energy relative to the best compared isomer or geometry (same formula, charge and spin): 418.06 kJ/mol

Each line ends with the Mulliken charge.
Geometry (Å):
1 C -0.366 0.368 -0.222  0.017
2 F -0.726 1.491 -0.703  -0.121
3 P 0.043 0.047 1.349  -0.063
4 H 0.319 -0.897 -1.384  0.148
5 H 0.730 -1.009 0.959  0.020

Density functional theory data (the ωB97M-V functional and the def2-TZVPD basis) for a molecular structure, C26H32CdClO4 in a non-equilibrium geometry.

Properties
charge: -1
orbital gap: 6.1 eV
LUMO level: 2.1 eV
energy relative to the best compared isomer or geometry (same formula, charge and spin): 136.25 kJ/mol

Each line ends with the Mulliken charge.
Geometry (Å):
1 O 3.647 -0.082 -0.271  -0.316
2 C 4.176 -0.824 0.885  0.084
3 C 5.596 -0.949 0.354  -0.969
4 H 3.695 -1.798 1.022  -0.269
5 H 4.097 -0.236 1.812  0.210
6 C 5.051 -0.034 -0.775  1.589
7 H 5.810 -1.967 0.028  0.307
8 H 6.390 -0.549 0.983  0.332
9 C 5.274 -0.640 -2.157  -1.699
10 H 4.835 -1.644 -2.228  0.341
11 H 6.360 -0.738 -2.290  0.415
12 H 4.879 0.001 -2.960  0.377
13 C 5.645 1.357 -0.671  -1.613
14 H 5.639 1.708 0.377  0.367
15 H 5.167 2.067 -1.355  0.364
16 H 6.678 1.294 -1.020  0.393
17 Cd 0.230 1.247 -0.503  1.379
18 C -2.304 3.816 0.137  -0.517
19 C -2.532 2.744 1.065  0.004
20 C -1.292 2.274 1.527  -0.738
21 H -3.498 2.460 1.474  0.527
22 C -0.254 3.046 0.853  -0.948
23 C -0.937 4.050 0.039  -0.878
24 H -0.445 4.831 -0.551  0.385
25 H -3.094 4.372 -0.350  0.410
26 H -1.131 1.506 2.292  0.455
27 H 0.784 3.122 1.208  0.720
28 C -2.067 1.451 -2.900  -0.083
29 C -1.102 2.443 -3.246  -0.558
30 C 0.180 1.863 -3.146  -0.519
31 H -1.357 3.461 -3.550  0.411
32 C 0.025 0.501 -2.653  -1.376
33 C -1.397 0.258 -2.575  -0.659
34 H -1.852 -0.698 -2.322  0.392
35 H -3.130 1.597 -2.972  0.501
36 H 1.130 2.332 -3.408  0.487
37 H 0.774 -0.286 -2.784  0.751
38 O 2.395 -3.945 2.146  -0.473
39 C 1.534 -3.326 1.118  -0.421
40 C 0.908 -2.017 1.756  0.351
41 H 0.739 -3.970 0.637  0.324
42 H 2.246 -3.114 0.299  0.166
43 C 1.344 -2.042 3.276  -0.624
44 H -0.174 -1.960 1.484  0.343
45 H 1.365 -1.089 1.364  -0.446
46 C 2.452 -3.112 3.355  -0.323
47 H 0.442 -2.266 3.860  0.311
48 H 1.776 -1.091 3.626  0.309
49 H 2.383 -3.781 4.237  0.305
50 H 3.449 -2.638 3.363  0.189
51 Cl -8.970 -2.205 0.448  -0.253
52 C -7.436 -1.473 0.231  0.438
53 C -7.362 -0.136 -0.207  -0.677
54 C -6.108 0.453 -0.374  -0.186
55 C -4.916 -0.256 -0.108  -0.063
56 C -5.006 -1.577 0.340  -0.134
57 C -6.255 -2.188 0.503  -0.614
58 C -3.555 0.420 -0.294  0.207
59 O -3.683 1.568 -0.811  -0.576
60 O -2.507 -0.193 0.073  -0.728
61 H -8.276 0.428 -0.402  0.367
62 H -6.035 1.487 -0.709  0.382
63 H -4.085 -2.114 0.570  0.401
64 H -6.329 -3.220 0.847  0.366

Density functional theory data (the ωB97M-V functional and the def2-TZVPD basis) for a molecular structure, C7H7IrNO5 in a non-equilibrium geometry.

Properties
multiplicity: 5
charge: +3
orbital gap (alpha / beta): 5.9 / 6.1 eV
LUMO level (alpha / beta): -13.4 / -16.6 eV
⟨S²⟩: 6.04

Each line ends with the Löwdin spin population.
Geometry (Å):
1 Ir 0.037 -0.335 0.000  1.986
2 O -3.521 1.615 0.000  0.069
3 C -2.312 1.255 0.000  0.092
4 O -1.897 0.036 0.000  0.203
5 C -1.218 2.245 0.000  0.156
6 C -1.272 3.631 0.000  0.031
7 C -0.058 4.330 0.000  0.279
8 C 1.180 3.694 0.000  0.023
9 C 1.210 2.297 0.000  0.186
10 N 0.004 1.605 0.000  0.331
11 C 2.325 1.341 0.000  0.152
12 O 3.575 1.568 0.000  0.104
13 O 1.920 0.108 0.000  0.306
14 H -4.237 0.932 0.000  0.001
15 H -2.232 4.146 0.000  -0.001
16 H -0.090 5.432 0.000  0.009
17 H 2.095 4.286 0.000  -0.002
18 H 3.985 2.458 0.000  0.001
19 O 0.029 -2.442 0.000  0.073
20 H 0.816 -3.023 0.000  0.003
21 H -0.753 -3.028 0.000  0.001

no.,E (eV)
1,-13070.5558
2,-52754.9350
3,-21902.2194